{"formula": "C12H30N3O8S2", "method": "wB97M-V/def2-TZVPD", "symbols": ["C", "C", "N", "C", "N", "C", "N", "C", "C", "O", "O", "H", "H", "H", "H", "H", "H", "H", "H", "H", "H", "H", "H", "H", "H", "O", "S", "O", "O", "C", "C", "C", "H", "H", "H", "H", "H", "H", "H", "H", "O", "S", "O", "O", "C", "C", "C", "H", "H", "H", "H", "H", "H", "H", "H"], "positions_angstrom": [[-1.947, -0.431, -2.424], [-0.927, -1.530, -2.124], [-1.115, -2.106, -0.798], [-1.908, -3.363, -0.692], [-3.016, -3.432, -1.610], [-1.033, -4.586, -1.002], [-1.507, -5.793, -0.344], [-0.899, -6.988, -0.893], [-2.420, -3.462, 0.799], [-1.594, -3.042, 1.634], [-3.567, -3.885, 0.966], [-1.647, 0.497, -1.937], [-2.920, -0.690, -2.019], [-2.031, -0.247, -3.496], [-0.926, -2.272, -2.932], [0.062, -1.069, -2.140], [-0.210, -2.299, -0.393], [-3.691, -2.695, -1.485], [-2.724, -3.510, -2.573], [-1.036, -4.737, -2.098], [-0.003, -4.405, -0.692], [-2.513, -5.842, -0.470], [0.155, -7.045, -0.620], [-0.977, -7.057, -1.990], [-1.396, -7.865, -0.478], [0.563, 1.572, 1.992], [-0.845, 1.369, 1.773], [-1.446, 1.909, 0.587], [-1.610, 1.968, 3.047], [-1.312, 3.321, 3.424], [-1.951, 4.352, 2.513], [-1.259, -0.316, 1.972], [-0.228, 3.448, 3.475], [-1.705, 3.413, 4.435], [-1.537, 4.308, 1.507], [-1.779, 5.353, 2.914], [-3.024, 4.180, 2.437], [-0.813, -0.686, 2.889], [-0.873, -0.861, 1.113], [-2.338, -0.422, 1.992], [4.524, 5.640, -0.821], [4.812, 4.251, -1.018], [4.483, 3.636, -2.266], [4.215, 3.422, 0.183], [2.806, 3.592, 0.513], [1.873, 2.878, -0.432], [6.510, 3.945, -0.668], [2.591, 4.660, 0.574], [2.713, 3.170, 1.510], [1.908, 3.302, -1.437], [0.858, 2.957, -0.057], [2.135, 1.824, -0.506], [6.762, 4.397, 0.287], [7.083, 4.402, -1.472], [6.672, 2.871, -0.652]], "orbital_gap_ha": 0.2421, "total_charge": -1}

---

{"formula": "C12H31Cl2O2P2Ru", "method": "wB97M-V/def2-TZVPD", "symbols": ["C", "C", "H", "H", "H", "O", "Cl", "Ru", "P", "C", "C", "H", "H", "H", "H", "H", "H", "C", "H", "H", "H", "P", "C", "C", "H", "H", "H", "C", "H", "H", "H", "H", "H", "H", "Cl", "C", "C", "O", "C", "C", "H", "H", "H", "H", "H", "H", "H", "H", "H", "H"], "positions_angstrom": [[0.892, -0.171, -4.849], [0.869, -0.143, -3.377], [1.925, -0.133, -5.226], [0.323, 0.693, -5.214], [0.395, -1.094, -5.197], [1.760, -0.155, -2.545], [-0.875, -0.061, -2.781], [-0.408, -0.010, -0.531], [-0.015, 2.211, -0.471], [1.133, 3.062, 0.666], [0.492, 2.889, -2.082], [0.834, 3.925, -1.965], [-1.490, 4.122, -0.220], [-0.373, 2.868, -2.751], [-2.359, 2.664, -0.815], [2.164, 2.748, 0.461], [1.308, 2.291, -2.505], [-1.600, 3.035, -0.118], [1.069, 4.152, 0.535], [-1.902, 2.797, 0.910], [0.876, 2.821, 1.705], [0.025, -2.236, -0.337], [1.458, -2.902, 0.573], [-1.416, -2.964, 0.497], [-0.733, -2.876, -2.527], [0.244, -4.179, -1.773], [1.058, -2.744, -2.454], [0.160, -3.095, -1.932], [-2.323, -2.650, -0.033], [-1.335, -4.059, 0.514], [1.500, -3.994, 0.486], [1.397, -2.637, 1.633], [-1.451, -2.574, 1.524], [2.380, -2.483, 0.151], [-2.738, -0.113, -0.633], [-3.265, 0.635, 2.480], [-1.820, 0.724, 2.891], [-0.913, 0.243, 1.891], [0.333, -0.100, 2.491], [1.462, 0.001, 1.496], [-3.426, 0.972, 1.451], [-3.858, 1.261, 3.154], [-3.637, -0.393, 2.562], [-1.550, 1.767, 3.120], [-1.659, 0.135, 3.804], [0.541, 0.579, 3.334], [0.201, -1.104, 2.927], [1.961, 0.953, 1.677], [2.187, -0.791, 1.682], [1.217, -0.029, 0.390]], "spin_multiplicity": 5, "orbital_gap_ha": [0.2625, 0.2110], "total_charge": 3, "s2": 6.016}

---

{"formula": "C12H32B2F8O12PtS4", "method": "wB97M-V/def2-TZVPD", "symbols": ["Pt", "B", "F", "F", "F", "F", "B", "F", "F", "F", "F", "O", "S", "O", "O", "C", "C", "C", "H", "H", "H", "H", "H", "H", "H", "H", "O", "S", "O", "O", "C", "C", "C", "H", "H", "H", "H", "H", "H", "H", "H", "O", "S", "O", "O", "C", "C", "C", "H", "H", "H", "H", "H", "H", "H", "H", "O", "S", "O", "O", "C", "C", "C", "H", "H", "H", "H", "H", "H", "H", "H"], "positions_angstrom": [[0.743, -0.189, 0.548], [0.602, 2.832, 0.033], [1.596, 2.396, 0.936], [-0.469, 3.383, 0.721], [1.164, 3.725, -0.873], [0.165, 1.644, -0.689], [1.428, -2.822, 0.922], [2.043, -1.742, 1.646], [0.068, -2.393, 0.860], [1.949, -2.926, -0.380], [1.686, -3.991, 1.595], [0.271, 0.483, 2.659], [0.212, 0.972, 3.992], [-0.124, 0.118, 5.080], [1.599, 1.666, 4.255], [2.028, 1.868, 5.614], [3.302, 1.067, 5.841], [-0.856, 2.377, 3.978], [1.262, 1.565, 6.326], [2.242, 2.925, 5.779], [3.090, 0.019, 5.633], [3.639, 1.193, 6.869], [4.080, 1.406, 5.159], [-0.862, 2.829, 4.966], [-1.854, 2.077, 3.664], [-0.463, 3.073, 3.236], [1.003, -1.127, -3.990], [0.200, -1.511, -2.877], [0.419, -0.919, -1.610], [-1.315, -1.234, -3.257], [-1.760, -1.467, -4.599], [-3.218, -1.077, -4.699], [0.143, -3.272, -2.708], [-1.636, -2.519, -4.870], [-1.175, -0.898, -5.323], [-3.691, -1.577, -5.543], [-3.353, 0.001, -4.746], [-3.789, -1.454, -3.845], [0.026, -3.680, -3.714], [-0.746, -3.517, -2.137], [1.100, -3.623, -2.340], [5.212, 0.373, -0.025], [4.107, 0.152, -0.877], [2.775, 0.170, -0.353], [4.223, 1.252, -2.014], [3.053, 1.486, -2.839], [3.133, 2.928, -3.299], [4.296, -1.313, -1.851], [2.169, 1.391, -2.207], [2.947, 0.803, -3.682], [3.213, 3.618, -2.464], [2.292, 3.182, -3.940], [4.067, 3.029, -3.862], [4.045, -2.192, -1.264], [5.307, -1.333, -2.247], [3.585, -1.210, -2.671], [-3.407, 1.614, 0.966], [-2.955, 0.331, 0.579], [-1.570, 0.021, 0.627], [-3.642, -0.785, 1.460], [-5.022, -0.558, 1.835], [-5.780, -1.866, 1.779], [-3.527, -0.044, -1.046], [-5.528, 0.237, 1.282], [-4.991, -0.156, 2.850], [-5.912, -2.172, 0.740], [-6.764, -1.688, 2.208], [-5.216, -2.628, 2.310], [-3.217, 0.789, -1.675], [-4.606, -0.171, -1.013], [-3.034, -0.939, -1.413]], "spin_multiplicity": 3, "orbital_gap_ha": [0.3841, 0.3253], "total_charge": 0, "s2": 2.002}

---

{"formula": "C12H32BaNO15S4", "method": "wB97M-V/def2-TZVPD", "symbols": ["Ba", "N", "O", "O", "O", "O", "S", "O", "O", "C", "C", "C", "H", "H", "H", "H", "H", "H", "H", "H", "O", "S", "O", "O", "C", "C", "C", "H", "H", "H", "H", "H", "H", "H", "H", "O", "S", "O", "O", "C", "C", "C", "H", "H", "H", "H", "H", "H", "H", "H", "O", "S", "O", "O", "C", "C", "C", "H", "H", "H", "H", "H", "H", "H", "H"], "positions_angstrom": [[4.507, 2.346, -3.127], [1.132, 1.657, -0.917], [0.063, 1.917, -1.402], [1.214, 0.736, -0.040], [2.091, 2.018, -1.546], [-2.299, 0.636, -3.646], [-3.305, 0.216, -2.677], [-4.211, 1.238, -2.147], [-4.120, -0.951, -3.434], [-5.391, -1.317, -2.866], [-5.796, -2.688, -3.406], [-2.329, -0.749, -1.344], [-6.149, -0.667, -3.303], [-5.536, -1.250, -1.788], [-5.245, -3.552, -3.034], [-5.577, -2.779, -4.470], [-6.842, -2.954, -3.251], [-1.486, -0.162, -0.979], [-1.927, -1.548, -1.966], [-3.081, -1.134, -0.655], [1.111, 5.045, 4.374], [1.866, 4.699, 3.199], [2.363, 3.396, 2.977], [0.891, 5.142, 1.930], [-0.013, 4.126, 1.511], [-1.342, 4.810, 1.024], [3.152, 6.034, 2.935], [-0.197, 3.556, 2.422], [0.435, 3.534, 0.713], [-1.493, 5.818, 1.411], [-2.228, 4.208, 1.226], [-1.274, 4.991, -0.048], [3.261, 6.332, 1.893], [4.043, 5.689, 3.460], [2.744, 6.922, 3.417], [2.582, -3.709, -4.489], [1.185, -3.713, -4.906], [0.503, -4.968, -5.294], [0.286, -3.001, -3.692], [0.958, -1.946, -3.010], [1.628, -2.545, -1.763], [0.850, -2.443, -6.235], [0.307, -1.141, -2.669], [1.640, -1.475, -3.718], [2.370, -3.293, -2.044], [1.016, -3.055, -1.019], [2.134, -1.697, -1.300], [1.310, -1.459, -6.139], [-0.233, -2.405, -6.352], [1.166, -3.060, -7.075], [1.650, 0.481, 5.226], [2.015, -0.309, 4.105], [3.112, -0.070, 3.186], [2.110, -1.913, 4.587], [1.691, -2.210, 5.897], [2.045, -3.646, 6.359], [0.545, -0.519, 3.114], [0.614, -2.041, 5.936], [2.229, -1.529, 6.556], [3.074, -3.941, 6.153], [1.408, -4.342, 5.815], [1.815, -3.803, 7.413], [0.507, 0.362, 2.474], [-0.272, -0.459, 3.833], [0.726, -1.465, 2.605]], "spin_multiplicity": 2, "orbital_gap_ha": [0.1949, 0.2849], "total_charge": 0, "s2": 0.750}

---

Please write out number 3 again, unchanged.
{"formula": "C12H32B2F8O12PtS4", "method": "wB97M-V/def2-TZVPD", "symbols": ["Pt", "B", "F", "F", "F", "F", "B", "F", "F", "F", "F", "O", "S", "O", "O", "C", "C", "C", "H", "H", "H", "H", "H", "H", "H", "H", "O", "S", "O", "O", "C", "C", "C", "H", "H", "H", "H", "H", "H", "H", "H", "O", "S", "O", "O", "C", "C", "C", "H", "H", "H", "H", "H", "H", "H", "H", "O", "S", "O", "O", "C", "C", "C", "H", "H", "H", "H", "H", "H", "H", "H"], "positions_angstrom": [[0.743, -0.189, 0.548], [0.602, 2.832, 0.033], [1.596, 2.396, 0.936], [-0.469, 3.383, 0.721], [1.164, 3.725, -0.873], [0.165, 1.644, -0.689], [1.428, -2.822, 0.922], [2.043, -1.742, 1.646], [0.068, -2.393, 0.860], [1.949, -2.926, -0.380], [1.686, -3.991, 1.595], [0.271, 0.483, 2.659], [0.212, 0.972, 3.992], [-0.124, 0.118, 5.080], [1.599, 1.666, 4.255], [2.028, 1.868, 5.614], [3.302, 1.067, 5.841], [-0.856, 2.377, 3.978], [1.262, 1.565, 6.326], [2.242, 2.925, 5.779], [3.090, 0.019, 5.633], [3.639, 1.193, 6.869], [4.080, 1.406, 5.159], [-0.862, 2.829, 4.966], [-1.854, 2.077, 3.664], [-0.463, 3.073, 3.236], [1.003, -1.127, -3.990], [0.200, -1.511, -2.877], [0.419, -0.919, -1.610], [-1.315, -1.234, -3.257], [-1.760, -1.467, -4.599], [-3.218, -1.077, -4.699], [0.143, -3.272, -2.708], [-1.636, -2.519, -4.870], [-1.175, -0.898, -5.323], [-3.691, -1.577, -5.543], [-3.353, 0.001, -4.746], [-3.789, -1.454, -3.845], [0.026, -3.680, -3.714], [-0.746, -3.517, -2.137], [1.100, -3.623, -2.340], [5.212, 0.373, -0.025], [4.107, 0.152, -0.877], [2.775, 0.170, -0.353], [4.223, 1.252, -2.014], [3.053, 1.486, -2.839], [3.133, 2.928, -3.299], [4.296, -1.313, -1.851], [2.169, 1.391, -2.207], [2.947, 0.803, -3.682], [3.213, 3.618, -2.464], [2.292, 3.182, -3.940], [4.067, 3.029, -3.862], [4.045, -2.192, -1.264], [5.307, -1.333, -2.247], [3.585, -1.210, -2.671], [-3.407, 1.614, 0.966], [-2.955, 0.331, 0.579], [-1.570, 0.021, 0.627], [-3.642, -0.785, 1.460], [-5.022, -0.558, 1.835], [-5.780, -1.866, 1.779], [-3.527, -0.044, -1.046], [-5.528, 0.237, 1.282], [-4.991, -0.156, 2.850], [-5.912, -2.172, 0.740], [-6.764, -1.688, 2.208], [-5.216, -2.628, 2.310], [-3.217, 0.789, -1.675], [-4.606, -0.171, -1.013], [-3.034, -0.939, -1.413]], "spin_multiplicity": 3, "orbital_gap_ha": [0.3841, 0.3253], "total_charge": 0, "s2": 2.002}